No. 1
Formula: C12H29Li2NO4
Source: the Open Molecules 2025 dataset
Level of theory: the ωB97M-V functional and the def2-TZVPD basis

## Properties
Charge: 0

```
48
Properties=species:S:1:pos:R:3:forces:R:3
Li 0.568138 1.877973 2.192873 0.13 -0.62 -1.08
Li 0.376790 -0.055679 0.467662 0.26 0.54 0.66
O -0.857212 1.279144 0.979282 0.46 -0.14 0.13
H -1.713089 1.581048 0.673230 0.11 0.06 0.15
O 1.722424 0.328548 1.726211 -0.60 0.46 -0.02
H 2.634942 0.374177 2.012763 -0.06 -0.15 -0.12
C -1.667604 -0.646289 -1.893144 -0.39 0.11 -0.36
C -0.805036 -1.773577 -1.408077 0.40 -0.49 -0.06
N 0.588293 -1.397845 -1.079411 -0.52 0.16 -0.31
C 1.305278 -2.573436 -0.600786 0.02 -0.30 0.67
C 0.857246 -3.039213 0.796749 0.15 -0.11 -0.48
C 1.230296 -0.784899 -2.255428 0.11 0.03 -0.12
C 2.704245 -0.451271 -2.068454 -0.10 -0.13 0.36
H -1.279560 -0.210200 -2.812096 -0.05 0.12 0.02
H -1.780869 0.123036 -1.131887 0.02 0.12 -0.01
H -2.649477 -1.056897 -2.145438 0.00 0.12 0.13
H -1.255663 -2.193789 -0.510743 0.01 -0.06 0.06
H -0.800188 -2.580105 -2.168574 0.09 0.11 0.14
H 1.218691 -3.404471 -1.319164 0.04 0.06 -0.05
H 2.352498 -2.308291 -0.505013 0.10 -0.04 -0.08
H 1.016916 -2.247122 1.529559 -0.03 0.03 0.02
H -0.176572 -3.381093 0.823471 -0.02 0.07 0.01
H 1.470866 -3.897655 1.077733 0.02 0.07 0.06
H 0.701115 0.146722 -2.463569 0.03 -0.06 0.00
H 1.108759 -1.420507 -3.153568 -0.03 -0.02 0.19
H 3.048485 0.138004 -2.914614 0.05 0.08 -0.03
H 3.325272 -1.342042 -1.998901 0.04 -0.01 -0.15
H 2.855880 0.111531 -1.142189 0.01 -0.01 -0.12
C 1.472417 5.305167 -0.469863 0.03 -0.13 0.57
C 1.456752 3.872861 0.011155 0.06 -0.01 -0.47
O 1.481798 3.595949 1.185214 -0.22 0.08 0.88
C 1.423014 2.794021 -1.023583 -0.32 0.11 -0.35
H 0.723491 5.469991 -1.240553 0.07 -0.01 -0.17
H 2.469858 5.516636 -0.858438 -0.06 0.04 -0.20
H 1.288432 5.962602 0.377631 -0.02 0.03 -0.04
H 1.942201 3.098925 -1.932852 0.08 -0.06 0.01
H 0.367556 2.635770 -1.284873 0.13 -0.05 0.08
H 1.819868 1.873712 -0.609473 0.02 -0.04 0.06
C -3.793377 -0.228231 1.969349 -0.02 0.01 -0.23
C -3.384513 -1.216056 3.035946 0.22 0.26 -0.24
O -4.028737 -1.343574 4.043646 -0.35 -0.08 0.43
C -2.134234 -2.007118 2.796691 0.12 -0.19 -0.29
H -3.108193 -0.226993 1.122534 -0.01 -0.02 0.03
H -3.797659 0.771652 2.402625 -0.02 0.00 0.04
H -4.806272 -0.454858 1.632263 0.01 0.00 0.06
H -1.916521 -2.627206 3.659517 0.08 -0.04 0.05
H -1.296834 -1.345788 2.559779 -0.04 0.07 0.08
H -2.279911 -2.643263 1.914807 -0.01 0.03 0.08
```
Forces are in eV/Å.



No. 2
Formula: C12H29N2O9SV
Source: the Open Molecules 2025 dataset
Level of theory: the ωB97M-V functional and the def2-TZVPD basis

## Properties
Multiplicity: 3
Relative energy (zero: lowest compared OMol25 entry of this formula, charge and spin) in kJ/mol: 0.0
Charge: 0

```
54
Properties=species:S:1:pos:R:3:forces:R:3
V 7.686176 10.457656 7.308141 0.36 1.23 0.27
S 8.167396 10.215601 9.939218 -0.41 0.37 -3.52
O 9.118234 10.716013 8.686418 -2.56 -0.58 2.25
O 7.825121 11.277682 10.864054 0.20 -0.49 -0.87
O 6.870431 9.796917 9.021368 2.94 1.06 1.51
O 8.812649 9.051427 10.433930 0.04 -0.79 0.91
C 4.693618 10.678923 4.823039 -1.93 -0.57 -1.45
C 5.859991 10.566436 5.634200 0.84 -0.15 0.47
O 6.957509 11.026013 5.254400 1.42 0.16 0.37
O 5.780253 10.037087 6.767961 -0.18 -0.69 0.64
H 4.871779 11.433871 4.071938 -0.48 0.61 0.08
H 3.828293 10.771065 5.491879 0.03 0.38 -0.56
H 4.535411 9.772990 4.217725 0.12 -0.05 0.40
C 4.695825 12.274242 8.677736 -0.11 -0.24 -0.80
C 5.701484 13.110713 7.851585 -0.16 -1.04 0.03
C 5.581706 14.606561 8.104819 0.72 -0.46 0.70
O 6.661606 15.199332 7.411803 -0.72 0.16 0.12
C 6.680606 16.606961 7.524227 0.78 -0.40 -0.37
N 7.092980 12.559647 8.074743 -1.50 -0.33 0.62
H 4.786960 12.510185 9.740092 -0.02 -0.11 -0.04
H 4.842420 11.187664 8.509219 0.23 0.78 0.31
H 3.660398 12.454914 8.342676 0.33 0.31 0.22
H 5.518146 12.997837 6.785277 -0.12 -0.26 -0.20
H 5.711742 14.776446 9.182766 -0.12 0.19 0.07
H 4.602023 15.023383 7.804642 0.32 -0.27 -0.09
H 7.444363 16.855839 6.795988 0.28 0.68 0.26
H 6.916696 16.951491 8.541353 0.07 -0.11 -0.21
H 5.762928 17.065793 7.192416 -0.62 0.08 -0.06
H 7.266728 12.533266 9.093571 -0.05 -0.18 -0.46
H 7.739497 13.222633 7.719807 0.74 0.81 -0.40
C 4.977753 6.980454 5.858344 0.90 0.67 -0.12
O 6.408747 6.901172 6.066661 -0.87 0.52 0.33
C 6.728006 7.085310 7.475033 0.13 -0.17 -1.03
C 8.222819 7.416276 7.505547 -0.60 0.33 -0.85
N 8.507689 8.556662 6.574674 -0.12 0.36 0.49
C 9.973793 8.855249 6.490022 -0.29 -0.28 -0.80
C 10.211987 10.067094 5.619053 -0.77 -0.29 -0.65
O 9.579619 11.145025 6.262281 -0.95 1.11 0.22
C 9.602823 12.399785 5.555761 1.20 -0.34 -0.50
H 4.564366 7.849869 6.381088 0.14 0.03 0.00
H 4.531066 6.103506 6.299265 -0.44 -0.50 -0.27
H 4.761796 7.131379 4.776453 0.29 -0.57 0.73
H 6.521025 6.158477 8.001382 0.19 -0.33 0.18
H 6.056905 7.831280 7.902379 0.45 0.33 -0.03
H 8.795730 6.532624 7.231651 0.05 -0.15 -0.41
H 8.578245 7.702371 8.470371 -0.08 0.27 0.86
H 7.998299 8.411218 5.677321 0.96 -0.19 0.65
H 10.540323 8.022042 6.064395 -0.09 -0.16 0.11
H 10.343523 9.093194 7.481303 -0.13 -0.22 0.27
H 9.719656 9.912799 4.640601 0.25 0.05 0.07
H 11.259691 10.293308 5.453508 0.31 -0.13 0.10
H 8.785146 13.028736 5.843999 -0.76 -0.11 0.15
H 9.555520 12.195245 4.461412 0.06 0.34 0.72
H 10.507929 12.984448 5.842100 -0.27 -0.69 -0.41
```
Forces are in eV/Å.



No. 3
Formula: C12H29N3O4Ru
Source: the Open Molecules 2025 dataset
Level of theory: the ωB97M-V functional and the def2-TZVPD basis

## Properties
Multiplicity: 6
Charge: +3

```
49
Properties=species:S:1:pos:R:3:forces:R:3
Ru -0.091000 0.185300 0.195300 0.32 -0.38 -0.36
C -2.335000 -0.221900 -2.226100 -0.56 0.79 -0.39
C -2.423200 1.188200 -1.629200 -0.89 -0.66 -0.26
O -1.156400 1.729100 -1.260800 0.60 -0.78 0.99
C -0.298800 2.302900 -2.242000 0.87 0.25 -0.59
C 0.679700 1.303500 -2.884300 -0.42 0.64 -0.56
O 1.208700 0.414700 -1.903700 -0.67 0.05 1.20
C 1.873000 -0.704300 -2.477700 0.53 -0.88 -0.05
C 2.034000 -1.815400 -1.424600 0.56 0.44 -0.46
O 0.899500 -1.977700 -0.577900 -0.44 0.80 0.39
C -0.112100 -2.903900 -0.980800 -0.74 -0.27 -0.08
C -1.175300 -2.283300 -1.890400 0.44 -0.82 -0.19
O -1.576100 -1.033300 -1.342500 0.70 0.55 0.98
H -1.879600 -0.212100 -3.227200 0.01 -0.04 0.25
H -3.352800 -0.626800 -2.326600 0.20 0.11 0.02
H -2.997100 1.161800 -0.689700 0.07 0.04 -0.32
H -2.940400 1.851900 -2.332900 0.13 -0.04 0.17
H 0.263300 3.079500 -1.711200 -0.12 -0.08 -0.13
H -0.883700 2.785100 -3.037400 0.07 -0.07 0.25
H 1.506400 1.868200 -3.340700 -0.24 -0.08 0.05
H 0.188800 0.728600 -3.683300 0.12 0.01 0.26
H 2.878200 -0.408900 -2.808200 -0.20 -0.04 -0.01
H 1.324500 -1.058200 -3.357900 -0.08 0.09 0.16
H 2.866700 -1.567900 -0.759000 -0.07 -0.09 -0.10
H 2.275700 -2.758200 -1.930700 -0.03 0.15 0.15
H -0.576900 -3.246400 -0.049400 0.08 -0.01 -0.18
H 0.335000 -3.775300 -1.472900 -0.04 0.15 0.10
H -2.037200 -2.962800 -1.944800 0.15 0.13 0.01
H -0.795300 -2.149700 -2.912400 -0.05 0.15 0.18
N 0.165300 2.272300 1.483600 -0.39 -0.55 -0.68
C 1.262900 2.224000 2.460900 0.83 -0.09 0.29
C 2.347700 1.274000 1.961100 0.12 0.66 0.33
N 1.813400 -0.062500 1.667100 -0.60 -0.17 -1.10
C 1.370500 -0.898900 2.795400 -0.34 -0.18 0.69
C -0.093000 -0.695000 3.199000 0.49 -0.01 0.65
N -1.001100 -0.997100 2.083600 0.11 0.25 -1.02
H 0.377300 2.976400 0.773600 -0.21 -0.03 0.15
H -0.705400 2.557300 1.934400 0.08 0.08 -0.18
H 0.888500 1.905600 3.433600 -0.03 0.10 -0.12
H 1.710000 3.215400 2.607300 -0.15 -0.17 -0.03
H 3.155800 1.213900 2.704900 -0.14 -0.02 -0.18
H 2.775900 1.664600 1.027800 0.00 -0.08 0.19
H 2.542200 -0.572800 1.170100 -0.15 0.02 0.02
H 1.998100 -0.704800 3.675700 -0.03 -0.09 -0.16
H 1.506900 -1.947900 2.512700 0.09 0.14 0.02
H -0.286400 0.325400 3.532400 -0.03 -0.15 -0.05
H -0.302800 -1.348700 4.057500 0.04 0.13 -0.20
H -1.966900 -0.775900 2.343100 0.18 -0.13 -0.16
H -0.963900 -1.997000 1.868300 -0.17 0.19 0.07
```
Forces are in eV/Å.



No. 4
Formula: C12H2F5IrN3O7Se4Te
Source: the Open Molecules 2025 dataset
Level of theory: the ωB97M-V functional and the def2-TZVPD basis

## Properties
Multiplicity: 6
Charge: 0

```
35
Properties=species:S:1:pos:R:3:forces:R:3
Ir -2.798377 -0.607393 -0.817689 0.11 -0.05 0.38
Se -4.675512 -1.674502 0.338850 0.13 -0.17 -0.43
Se -5.044736 -0.384942 2.145055 0.02 0.16 0.21
Te -3.896546 1.913066 1.578374 -0.11 0.34 -0.03
Se -3.885581 1.713225 -0.807666 0.01 0.05 -0.18
F 3.650591 0.068360 -3.171757 -0.06 0.00 0.02
C 2.348758 -0.191702 -3.134212 0.12 -0.02 -0.05
C 1.808451 -1.150072 -3.974727 0.01 0.04 0.04
F 2.593726 -1.810818 -4.819096 0.02 0.01 0.01
C 0.453910 -1.419714 -3.922220 0.35 -0.03 -0.11
F -0.002142 -2.365194 -4.743416 -0.18 0.05 0.08
C -0.392885 -0.749957 -3.050549 -0.21 -0.23 -0.13
Se -2.234028 -1.267124 -3.041765 -0.42 0.01 0.18
C 0.172824 0.212085 -2.234247 0.24 0.12 0.06
F -0.577791 0.904609 -1.356756 0.05 -0.02 -0.04
C 1.527700 0.492210 -2.257199 -0.07 0.04 0.07
F 2.043817 1.407591 -1.437402 -0.03 -0.01 -0.02
O 4.054265 -0.172491 2.325776 0.12 -0.09 -0.08
N 3.256633 0.645629 2.725626 -0.35 -0.02 0.03
O 3.521330 1.598342 3.428393 0.06 0.11 0.03
C 1.843542 0.467018 2.345625 0.46 0.17 0.18
C 0.907622 1.409068 2.779713 0.06 -0.09 -0.03
C -0.383891 1.202888 2.422721 -0.55 0.13 0.00
C -0.858313 0.106586 1.633707 0.18 0.30 0.19
O -2.105218 0.044674 1.342795 0.00 -0.13 -0.15
C 0.164102 -0.778944 1.231735 0.17 -0.60 -0.61
C 1.500789 -0.603694 1.571567 -0.17 0.02 -0.02
N -0.137709 -1.903520 0.344062 -0.24 0.57 0.61
O -1.333850 -2.219187 0.245584 0.16 -0.18 -0.32
O 0.754542 -2.466383 -0.240457 0.03 -0.07 -0.02
N -1.454542 2.134042 2.753456 0.36 -0.18 -0.20
O -1.926596 2.758687 1.663887 -0.26 -0.18 0.04
O -2.363682 1.725171 3.535373 0.04 -0.07 0.28
H 1.216056 2.264016 3.363143 -0.02 0.00 0.01
H 2.252742 -1.301629 1.233714 -0.03 0.00 -0.02
```
Forces are in eV/Å.



Number 1: energy -23008.080 eV, molecular weight 265.25 g mol⁻¹. Number 2: energy -70847.417 eV, molecular weight 428.38 g mol⁻¹. Number 3: energy -28126.345 eV, molecular weight 380.45 g mol⁻¹. Number 4: energy -316372.042 eV, molecular weight 1030.81 g mol⁻¹.